[1]
Computed, not measured: C21H32CdN6OS3 as an isolated structure, with ωB97M-V/def2-TZVPD.

As for the gap between HOMO and LUMO: 0.316 hartree. The total energy is -70343.453 eV. The net charge is +2. As for the largest force on an atom: 0.7 eV/Å.

Structure (XYZ):
```
64
C21H32CdN6OS3 (ωB97M-V/def2-TZVPD)
Cd -0.18184 -0.02555 -0.61106
C -1.12843 1.04593 2.37476
C -1.57114 2.09309 1.34841
N -1.85307 1.49248 0.03655
C -3.17213 0.85206 -0.11825
C -3.32867 -0.54056 0.50519
S -1.97421 -1.75184 0.24553
C -1.36064 -2.00845 1.95143
C -0.12685 -1.20332 2.38827
N -0.08202 0.15868 1.83822
H -0.79107 1.55920 3.27712
H -1.98347 0.43918 2.66310
H -2.44858 2.61460 1.74140
H -0.77752 2.82954 1.21435
H -1.80392 2.22377 -0.66618
H -3.95666 1.47804 0.31976
H -3.36376 0.77757 -1.18696
H -3.50391 -0.49259 1.57657
H -4.20560 -1.00370 0.05589
H -2.21401 -1.83358 2.60369
H -1.12459 -3.06958 2.00797
H -0.12825 -1.19339 3.48317
H 0.77523 -1.72600 2.07538
H 0.82424 0.55991 2.05408
C 5.09508 2.14739 2.61614
C 5.74797 2.10596 1.23617
C 4.81602 1.59485 0.14518
N 4.46255 0.20009 0.41866
C 3.42831 -0.45260 -0.06302
S 2.38321 0.30475 -1.19258
N 3.18328 -1.74027 0.30100
C 3.66202 -2.51681 1.42113
O 2.82196 -3.12029 2.03602
C 5.10645 -2.57203 1.68832
C 5.53641 -2.76961 3.00178
C 6.88445 -2.91806 3.27176
C 7.80933 -2.89032 2.23539
C 7.38548 -2.72253 0.92220
C 6.03944 -2.56700 0.64394
H 5.80548 2.51820 3.35304
H 4.76562 1.15836 2.94314
H 4.23307 2.81674 2.61588
H 6.64483 1.47912 1.25814
H 6.07097 3.10880 0.95818
H 5.30460 1.65565 -0.83002
H 3.90157 2.18464 0.09487
H 5.12722 -0.31731 0.98126
H 2.33832 -2.12638 -0.08584
H 4.80706 -2.79982 3.80081
H 7.22006 -3.06726 4.28886
H 8.86274 -3.01770 2.44564
H 8.10447 -2.72462 0.11409
H 5.70283 -2.49064 -0.38356
S -1.30396 0.50698 -2.96943
C -0.68603 0.17466 -4.50746
N 0.63861 -0.08512 -4.71188
C 1.12421 -0.40158 -5.93432
C 0.28280 -0.44043 -7.00091
C -1.05970 -0.09956 -6.75206
N -1.51656 0.18802 -5.55220
H 1.26240 -0.02900 -3.91969
H 2.18422 -0.60012 -6.00402
H 0.63387 -0.70186 -7.98664
H -1.78230 -0.05198 -7.55906
```


[2]
Computed, not measured: C25H20Co2N3O6 as an isolated structure, with ωB97M-V/def2-TZVPD.

As for the gap between HOMO and LUMO: 0.176 hartree. The total energy is -118249.014 eV. The net charge is -1. As for the largest force on an atom: 9.9 eV/Å.

Structure (XYZ):
```
56
C25H20Co2N3O6 (ωB97M-V/def2-TZVPD)
C 5.52337 0.76704 -2.00386
C 4.71146 1.08313 -3.09854
C 3.37757 1.44497 -2.91164
C 2.84755 1.56085 -1.62649
C 1.42434 2.00681 -1.50946
N 0.47460 0.85031 -1.42338
C -0.65328 1.00314 -2.21834
N -1.51593 0.02580 -2.60741
C -2.42954 0.55645 -3.60447
C -2.07927 2.01936 -3.68427
N -0.88014 2.13489 -2.87712
C 3.68392 1.33526 -0.52042
C 4.97882 0.85517 -0.72123
H 6.55027 0.43012 -2.16082
H 5.11840 1.06154 -4.10451
H 2.74899 1.74019 -3.76265
H 1.25542 2.65068 -0.63547
H 1.20989 2.64224 -2.36202
H -1.48635 -0.93258 -2.33289
H -2.30291 0.03672 -4.53757
H -3.44878 0.34176 -3.31489
H -1.80455 2.35936 -4.67133
H -2.86744 2.65257 -3.27103
H -0.44961 3.02163 -2.62798
H 3.34037 1.55416 0.49170
H 5.58157 0.57693 0.13863
O -3.28201 -1.75127 -0.48452
C -2.60891 -0.88106 -0.08964
Co -1.47561 0.19244 0.73452
C 0.34509 0.30103 -0.07298
O 1.54959 0.30111 0.54373
C -1.77510 1.93943 0.73801
O -1.88612 3.07326 0.54967
C -0.52164 -1.58159 1.83517
C -1.70150 -2.17953 2.63657
C -2.70901 -1.35727 3.20018
C -3.94636 -1.90120 3.59780
C -4.15280 -3.28036 3.58851
C -3.08626 -4.10822 3.22430
C -1.85539 -3.56933 2.82305
C -0.36817 -1.56875 0.52552
C 0.71358 -1.03396 -0.37855
Co 0.58497 -0.22831 3.02738
C 0.56244 1.52523 2.47081
O 0.76153 2.64918 2.24555
C 2.27740 -0.59299 2.84701
O 3.42041 -0.77507 2.73496
C 0.40085 -0.55821 4.70698
O 0.31418 -0.86068 5.82303
H -2.60100 -0.26290 3.25429
H -4.75750 -1.24117 3.90389
H -5.11596 -3.71494 3.88090
H -3.21062 -5.18903 3.23913
H -1.02092 -4.22675 2.56724
H 1.64761 -1.67731 -0.26329
H 0.58848 -1.22027 -1.45176
```


[3]
Computed, not measured: a 2-piece molecular cluster, CH7N3O overall, with ωB97M-V/def2-TZVPD.

As for the gap between HOMO and LUMO: 0.368 hartree. The calculation puts the energy above the lowest of the compared OMol25 structures with the same formula, charge and spin at 12.96 kcal/mol. The total energy is -7668.963 eV. As for the largest force on an atom: 0.9 eV/Å. As for the structure (SMILES): N=C(N)N.O.

Structure (XYZ):
```
12
CH7N3O (ωB97M-V/def2-TZVPD)
N -0.17959 -0.14141 1.09526
C -0.71191 -0.14363 -0.07770
N -2.07916 -0.20971 -0.32297
N 0.07183 0.02591 -1.18286
H -0.89107 -0.35412 1.78717
H -2.57028 -0.91193 0.20851
H -2.37688 -0.17788 -1.29030
H -0.35703 0.34662 -2.03440
H 1.00496 0.39315 -1.04954
O 2.53700 0.34615 0.47960
H 1.68802 -0.01508 0.80980
H 2.78898 1.02407 1.11016
```


[4]
Computed, not measured: a 4-piece molecular cluster, C20H20N2O3 overall, with ωB97M-V/def2-TZVPD.

As for the gap between HOMO and LUMO: 0.292 hartree. The calculation puts the energy above the lowest of the compared OMol25 structures with the same formula, charge and spin at 155.12 kcal/mol. The total energy is -30182.801 eV. As for the largest force on an atom: 8.5 eV/Å. As for the structure (SMILES): NC(=O)ON=C=O.c1ccccc1.c1ccccc1.c1ccccc1.

Structure (XYZ):
```
45
C20H20N2O3 (ωB97M-V/def2-TZVPD)
N -3.25605 2.81851 2.85312
C -4.38873 2.24435 2.09228
O -5.45661 2.93891 1.90210
O -4.36516 0.93203 1.47553
N -3.13225 0.34082 1.55697
C -2.48333 0.53555 0.39301
O -1.53540 0.88458 -0.36408
H -2.56880 3.19573 2.16707
H -2.79753 2.11654 3.46349
C 1.76359 0.87075 -0.07182
C 2.78007 0.72463 -1.01164
C 4.10594 0.93153 -0.64197
C 4.41553 1.28933 0.66815
C 3.39829 1.44445 1.60547
C 2.07270 1.23375 1.23644
H 0.73060 0.70280 -0.35865
H 2.53861 0.44835 -2.03328
H 4.89855 0.81415 -1.37415
H 5.44930 1.44827 0.95746
H 3.63880 1.72910 2.62517
H 1.27979 1.35247 1.96815
C -7.15825 1.38876 -0.50155
C -8.01489 1.89572 -1.47439
C -8.69037 1.02668 -2.32750
C -8.50391 -0.34889 -2.20934
C -7.63919 -0.85201 -1.24098
C -6.96993 0.01975 -0.38705
H -6.63377 2.06197 0.16912
H -8.15650 2.96794 -1.56789
H -9.36118 1.42048 -3.08449
H -9.03119 -1.02725 -2.87211
H -7.48820 -1.92344 -1.15107
H -6.29764 -0.36795 0.37144
C 5.89492 -2.84795 -0.59131
C 6.44716 -1.91879 0.28561
C 7.79117 -2.00584 0.63743
C 8.58261 -3.02545 0.11528
C 8.02806 -3.96007 -0.75447
C 6.68497 -3.87087 -1.10923
H 4.84868 -2.77579 -0.87056
H 5.82950 -1.12549 0.69459
H 8.22234 -1.27911 1.31864
H 9.63092 -3.09206 0.38731
H 8.64348 -4.75864 -1.15711
H 6.25332 -4.59831 -1.78921
```


[5]
Computed, not measured: a 12-piece molecular cluster, C5H31NO13 overall, with ωB97M-V/def2-TZVPD.

As for the gap between HOMO and LUMO: 0.327 hartree. The calculation puts the energy above the lowest of the compared OMol25 structures with the same formula, charge and spin at 72.39 kcal/mol. The total energy is -33795.280 eV. As for the largest force on an atom: 1.9 eV/Å. As for the structure (SMILES): N[C@@H](C=O)CCC=O.O.O.O.O.O.O.O.O.O.O.O.

Structure (XYZ):
```
50
C5H31NO13 (ωB97M-V/def2-TZVPD)
N -0.52940 -0.63599 1.31387
C -0.72997 -0.00240 0.02332
C -2.20995 -0.34624 -0.42816
O -2.71844 -1.27846 0.15725
C -0.61781 1.51021 0.21662
C 0.85913 1.90961 0.32155
C 1.53944 2.22472 -0.99325
O 2.74307 2.29083 -1.09155
H -0.81022 -1.59697 1.29389
H -0.95357 -0.09216 2.08049
H -0.02312 -0.44498 -0.67170
H -2.79626 0.34444 -1.08276
H -1.07918 2.16423 -0.54049
H -1.21821 1.73152 1.09396
H 1.05343 2.85146 0.86640
H 1.47346 1.10364 0.70040
H 0.91184 2.23416 -1.90064
O 2.03843 -2.06519 -1.22231
H 2.67504 -1.45711 -0.79641
H 2.34694 -2.85564 -0.75562
O 2.87913 0.30182 3.00741
H 3.32485 -0.13940 2.26181
H 2.62620 -0.42999 3.58608
O -2.33055 0.61320 3.40915
H -2.72955 1.47729 3.57201
H -2.71405 0.02504 4.06830
O 3.93911 -0.28152 0.13107
H 3.48298 0.58382 0.02273
H 4.79233 -0.05631 -0.26243
O -0.15813 -3.89730 -0.59183
H -0.90703 -4.37943 -0.23158
H 0.28384 -3.35449 0.06326
O -0.77259 3.61036 3.00014
H 0.16544 3.82453 3.07038
H -0.70970 2.65366 3.18709
O -1.44999 -3.07017 -2.85561
H -1.25114 -3.85326 -3.37396
H -1.08099 -3.19937 -1.96273
O 0.32117 -0.81932 -3.01042
H 0.15515 -1.75773 -2.77661
H 1.28211 -0.85778 -2.90131
O 0.32101 1.14131 4.00298
H 1.25683 0.93542 3.83140
H -0.17708 0.59948 3.39058
O -1.88016 -0.63771 -4.47816
H -2.18610 -1.51243 -4.21387
H -0.92479 -0.70015 -4.45499
O -2.74089 1.94844 -2.37629
H -2.63093 1.10826 -2.84687
H -2.14111 2.53404 -2.85259
```